{"formula": "C60H106O22", "method": "ωB97M-V with the def2-TZVPD basis set", "symbols": ["C", "C", "C", "O", "C", "H", "H", "H", "H", "H", "H", "H", "H", "C", "C", "C", "O", "C", "H", "H", "H", "H", "H", "H", "H", "H", "C", "C", "C", "O", "C", "H", "H", "H", "H", "H", "H", "H", "H", "C", "C", "C", "O", "C", "H", "H", "H", "H", "H", "H", "H", "H", "C", "C", "C", "O", "C", "H", "H", "H", "H", "H", "H", "H", "H", "C", "C", "C", "O", "C", "H", "H", "H", "H", "H", "H", "H", "H", "C", "C", "C", "O", "C", "H", "H", "H", "H", "H", "H", "H", "H", "C", "C", "C", "O", "C", "H", "H", "H", "H", "H", "H", "H", "H", "O", "C", "O", "C", "C", "C", "H", "H", "H", "H", "H", "H", "O", "C", "O", "C", "C", "C", "H", "H", "H", "H", "H", "H", "O", "C", "O", "C", "C", "C", "H", "H", "H", "H", "H", "H", "O", "C", "O", "C", "C", "C", "H", "H", "H", "H", "H", "H", "O", "C", "O", "C", "C", "C", "H", "H", "H", "H", "H", "H", "O", "C", "O", "C", "C", "C", "H", "H", "H", "H", "H", "H", "O", "C", "O", "C", "C", "C", "H", "H", "H", "H", "H", "H"], "xyz": [[0.7131, 2.6081, 4.6835], [1.0275, 2.5916, 6.1463], [1.5330, 1.1926, 6.4527], [1.8576, 0.6675, 5.1614], [1.6891, 1.6191, 4.0998], [0.7492, 3.5966, 4.2255], [-0.2609, 2.1301, 4.5795], [0.1424, 2.8796, 6.7135], [1.8227, 3.2987, 6.3825], [0.7305, 0.5958, 6.8863], [2.3993, 1.2853, 7.1076], [1.2081, 1.1246, 3.2559], [2.6940, 2.0176, 3.9594], [-4.8371, -2.1640, -3.2762], [-5.7112, -2.3749, -2.1136], [-5.4035, -1.1504, -1.3083], [-3.9537, -1.1331, -1.3620], [-3.4998, -1.7374, -2.5633], [-5.1819, -1.3546, -3.9196], [-4.6966, -3.0744, -3.8588], [-5.4947, -3.3207, -1.6170], [-6.7470, -2.4972, -2.4304], [-5.8394, -1.2144, -0.3113], [-5.7854, -0.2452, -1.7805], [-2.9601, -2.6684, -2.3895], [-2.9358, -1.1421, -3.2813], [6.2811, 0.8056, -2.3775], [5.1135, 1.5046, -1.7531], [5.0086, 2.7029, -2.6717], [5.3546, 2.2081, -3.9661], [6.3824, 1.2380, -3.7799], [6.0892, -0.2671, -2.4022], [7.1575, 1.0415, -1.7740], [5.2033, 1.6912, -0.6829], [4.2248, 0.8861, -1.8791], [5.7011, 3.5331, -2.5335], [4.0008, 3.1045, -2.5655], [7.3333, 1.7629, -3.8714], [6.3508, 0.3778, -4.4486], [-4.7175, 3.0696, -0.4745], [-5.3494, 3.4553, -1.8889], [-4.2724, 3.2805, -2.8882], [-3.0418, 3.3426, -2.1514], [-3.2856, 2.6476, -0.9222], [-5.2438, 2.2354, -0.0106], [-4.7184, 3.8536, 0.2827], [-5.7683, 4.4596, -1.9531], [-6.2312, 2.8515, -2.1032], [-4.3505, 4.0574, -3.6487], [-4.3339, 2.3758, -3.4931], [-2.5183, 2.8502, -0.1750], [-3.1686, 1.5808, -1.1129], [0.4968, 2.4806, -4.9482], [-0.6612, 2.4041, -3.9438], [-0.0772, 3.0596, -2.6978], [1.2794, 2.5803, -2.7935], [1.7232, 2.4132, -4.1624], [0.4487, 3.3976, -5.5356], [0.3527, 1.7554, -5.7491], [-0.9658, 1.3984, -3.6545], [-1.5736, 2.8784, -4.3052], [-0.5353, 2.8850, -1.7243], [-0.1080, 4.1457, -2.7845], [2.2318, 1.4635, -4.3278], [2.4558, 3.1552, -4.4799], [4.1848, -0.4623, 1.9576], [5.2841, -1.0419, 1.1019], [5.9353, -2.2200, 1.9006], [5.2329, -2.0537, 3.1748], [4.6579, -0.7481, 3.3875], [3.1982, -0.8717, 1.7404], [4.0905, 0.6122, 1.8005], [5.9873, -0.3185, 0.6892], [4.9152, -1.3898, 0.1371], [7.0181, -2.0989, 1.9345], [5.5662, -3.2075, 1.6238], [5.3806, -0.0799, 3.8557], [3.8346, -0.7752, 4.1015], [0.0402, -1.7129, 3.9031], [-0.1128, -2.6741, 5.0661], [-1.6272, -2.7780, 5.2078], [-2.1239, -1.5926, 4.6897], [-1.0970, -0.7472, 4.2113], [-0.1105, -2.1958, 2.9377], [1.0493, -1.3523, 4.1031], [0.3984, -2.2345, 5.9226], [0.4774, -3.5564, 4.8185], [-1.8567, -2.8029, 6.2730], [-1.9978, -3.6330, 4.6422], [-0.8211, -0.0711, 5.0206], [-1.2625, -0.0320, 3.4055], [-4.3227, 0.1097, 2.2670], [-4.0854, 1.3955, 3.0213], [-5.3316, 1.4983, 3.8364], [-6.3827, 1.0086, 3.0012], [-5.8056, 0.1172, 2.0385], [-4.1991, -0.7633, 2.9079], [-3.9056, -0.1396, 1.2913], [-3.8820, 2.2257, 2.3448], [-3.1629, 1.3725, 3.6015], [-5.5376, 2.5296, 4.1228], [-5.2936, 0.8510, 4.7125], [-5.9410, 0.5139, 1.0323], [-6.1249, -0.9230, 2.1033], [4.2593, 5.0469, 0.0715], [3.0328, 4.9764, 0.1608], [2.2515, 6.0316, -0.0610], [0.9153, 5.8207, 0.2253], [0.8793, 4.4001, 0.8934], [2.1509, 3.7471, 0.5032], [0.3268, 5.7213, -0.6868], [0.5032, 6.6321, 0.8253], [0.0081, 3.8606, 0.5219], [0.8123, 4.5372, 1.9726], [2.0635, 3.1407, -0.3983], [2.6456, 3.1252, 1.2493], [1.2111, -7.0400, -2.7845], [0.4505, -6.1547, -3.0960], [-0.7864, -6.3736, -3.3956], [-1.5846, -5.2584, -3.5661], [-0.5880, -4.1973, -3.8197], [0.7892, -4.7084, -3.2827], [-2.1737, -5.0115, -2.6829], [-2.1524, -5.5142, -4.4607], [-0.8901, -3.2342, -3.4084], [-0.5599, -4.1068, -4.9056], [0.9894, -4.2696, -2.3053], [1.5859, -4.4905, -3.9940], [1.6175, -1.9263, -3.7964], [2.4141, -1.5275, -4.6367], [1.9962, -1.0647, -5.8807], [3.0871, -0.7719, -6.7279], [4.2089, -0.6431, -5.7815], [3.9007, -1.5264, -4.5519], [2.8805, 0.1624, -7.2499], [3.2039, -1.6383, -7.3789], [4.4219, 0.3431, -5.3690], [5.1387, -0.9755, -6.2431], [4.2703, -1.1220, -3.6096], [4.2821, -2.5474, -4.5387], [-0.7129, 1.3425, 1.4403], [-0.1866, 0.6815, 0.5642], [1.1900, 0.6454, 0.4213], [1.5615, -0.1161, -0.6736], [0.3675, -1.0434, -0.9067], [-0.8365, -0.3100, -0.3795], [2.4626, -0.7056, -0.5047], [1.8241, 0.5506, -1.4950], [0.4612, -1.9488, -0.3071], [0.2945, -1.4555, -1.9131], [-1.5611, -0.8974, 0.1844], [-1.3621, 0.1294, -1.2273], [-1.6354, -3.8876, -0.5284], [-2.6268, -4.1101, 0.1491], [-3.4566, -5.1992, -0.1538], [-4.3453, -5.3969, 0.9331], [-4.4144, -4.0529, 1.6210], [-3.0641, -3.4136, 1.3866], [-3.9372, -6.2107, 1.5325], [-5.3845, -5.5033, 0.6219], [-4.6794, -4.1209, 2.6761], [-5.1333, -3.4105, 1.1124], [-2.4072, -3.6500, 2.2237], [-3.1022, -2.3298, 1.2772], [-2.0554, 6.1219, 1.1039], [-2.2222, 5.7063, 2.2380], [-2.7127, 6.5802, 3.1841], [-2.8159, 5.9152, 4.4350], [-2.8547, 4.4362, 4.1065], [-1.8912, 4.3534, 2.9391], [-3.7852, 6.0774, 4.9065], [-2.0383, 6.2413, 5.1257], [-3.8747, 4.1745, 3.8252], [-2.4913, 3.9300, 5.0008], [-2.2391, 3.6002, 2.2321], [-0.8447, 4.2190, 3.2126], [4.8890, -2.9173, -2.0752], [4.2967, -3.6712, -1.2826], [3.1648, -3.2540, -0.5848], [2.8458, -4.2478, 0.3783], [3.4696, -5.4939, -0.1498], [4.6858, -5.1225, -1.0300], [1.7629, -4.3385, 0.4632], [3.1811, -4.0317, 1.3926], [2.6979, -6.1274, -0.5872], [3.8022, -6.0868, 0.7022], [4.7085, -5.8377, -1.8523], [5.6491, -5.2107, -0.5276]], "lowdin_charge": [-0.182, -0.185, -0.185, -0.180, -0.176, 0.100, 0.105, 0.107, 0.110, 0.111, 0.115, 0.105, 0.124, -0.183, -0.232, -0.186, -0.157, -0.185, 0.109, 0.108, 0.112, 0.109, 0.095, 0.117, 0.086, 0.113, -0.199, -0.150, -0.186, -0.141, -0.214, 0.099, 0.120, 0.116, 0.101, 0.128, 0.104, 0.119, 0.106, -0.094, -0.155, -0.228, -0.150, -0.180, 0.079, 0.099, 0.103, 0.100, 0.118, 0.113, 0.098, 0.101, -0.175, -0.144, -0.175, -0.164, -0.196, 0.112, 0.112, 0.110, 0.104, 0.100, 0.117, 0.110, 0.119, -0.164, -0.166, -0.125, -0.180, -0.171, 0.103, 0.103, 0.099, 0.076, 0.109, 0.101, 0.115, 0.102, -0.166, -0.189, -0.265, -0.152, -0.204, 0.111, 0.096, 0.107, 0.098, 0.111, 0.085, 0.101, 0.090, -0.175, -0.173, -0.209, -0.126, -0.239, 0.107, 0.102, 0.089, 0.104, 0.107, 0.122, 0.084, 0.105, 0.070, -0.433, 0.039, -0.154, -0.146, -0.069, 0.118, 0.120, 0.097, 0.095, 0.106, 0.119, 0.088, -0.528, 0.063, -0.190, -0.152, -0.046, 0.106, 0.132, 0.094, 0.116, 0.114, 0.118, 0.091, -0.406, 0.002, -0.178, -0.168, -0.060, 0.132, 0.130, 0.093, 0.118, 0.101, 0.128, 0.073, -0.401, 0.004, -0.174, -0.130, -0.057, 0.104, 0.107, 0.105, 0.096, 0.112, 0.110, 0.067, -0.428, -0.011, -0.254, -0.229, -0.092, 0.105, 0.099, 0.084, 0.095, 0.112, 0.100, 0.098, -0.400, 0.018, -0.191, -0.166, -0.068, 0.121, 0.125, 0.108, 0.117, 0.093, 0.082, 0.054, -0.387, -0.001, -0.191, -0.169, -0.040, 0.121, 0.120, 0.108, 0.111, 0.126, 0.121], "max_force_ha_per_bohr": 0.0720, "orbital_gap_ha": [0.052, 0.342], "e_tot_ha": -4004.8872, "spin_multiplicity": 2, "total_charge": -1, "lumo_ev": [1.94, 1.89]}

***

{"formula": "C3H6Br2O2", "method": "ωB97M-V with the def2-TZVPD basis set", "symbols": ["C", "C", "Br", "C", "O", "O", "H", "H", "H", "H", "H", "Br", "H"], "xyz": [[0.0321, 0.8089, 1.7129], [0.5701, 0.6975, 0.5135], [1.5966, 2.1189, -0.2481], [0.4430, -0.4887, -0.4109], [1.6515, -0.9496, -0.8867], [-0.4131, -0.0891, -1.4677], [0.1483, 1.6973, 2.3077], [-0.5575, 0.0126, 2.1322], [-0.0116, -1.3294, 0.1362], [2.1971, -0.2045, -1.1711], [-0.2897, -0.6998, -2.2063], [-3.2729, 0.8943, -0.1413], [-2.0991, 0.5826, -0.8587]], "lowdin_charge": [-0.015, -0.663, 0.786, -0.536, 0.004, -0.077, 0.065, 0.074, 0.162, 0.054, 0.117, 0.350, -0.322], "max_force_ha_per_bohr": 0.0130, "orbital_gap_ha": 0.385, "e_tot_ha": -5416.3970, "smiles": "C=C(Br)C(O)O.Br", "lumo_ev": 0.53}

***

{"formula": "C38H59N4O2PSe2Ta", "method": "ωB97M-V with the def2-TZVPD basis set", "symbols": ["Ta", "O", "C", "C", "C", "C", "C", "C", "C", "N", "C", "C", "N", "C", "C", "C", "C", "C", "C", "C", "O", "H", "H", "H", "H", "H", "H", "H", "H", "H", "H", "H", "H", "H", "H", "C", "Se", "C", "C", "Se", "C", "H", "H", "H", "H", "H", "H", "H", "H", "H", "H", "C", "C", "C", "C", "C", "C", "N", "H", "H", "H", "H", "H", "H", "H", "H", "C", "C", "C", "C", "P", "N", "C", "C", "C", "C", "C", "C", "C", "C", "H", "H", "H", "H", "H", "H", "H", "H", "H", "H", "H", "H", "H", "H", "H", "H", "H", "H", "H", "H", "H", "H", "H", "H", "H", "H", "H"], "xyz": [[-0.0626, 1.6857, 1.2029], [-1.3809, 0.1665, 1.6975], [-2.5581, 0.1968, 2.3307], [-3.0945, -1.0403, 2.7261], [-4.2558, -1.0511, 3.4396], [-4.9131, 0.1043, 3.7519], [-4.4351, 1.3263, 3.4134], [-3.2449, 1.4049, 2.6831], [-2.6400, 2.6426, 2.6357], [-1.3218, 2.9228, 2.4732], [-0.6451, 3.5749, 3.5800], [0.1695, 2.5091, 4.3579], [0.7306, 1.5985, 3.3821], [1.3373, 0.5807, 3.9099], [1.5894, -0.6452, 3.3364], [1.8668, -1.8061, 4.1359], [2.2366, -2.9966, 3.5571], [2.3282, -3.0813, 2.1698], [1.8668, -2.0738, 1.3483], [1.4991, -0.8370, 1.9151], [1.2330, 0.2103, 1.1247], [-2.4659, -1.9277, 2.5696], [-4.6373, -1.9757, 3.8655], [-5.7884, 0.0279, 4.3854], [-4.8877, 2.2879, 3.7473], [-3.3042, 3.4884, 2.9176], [-1.4365, 3.9828, 4.2472], [-0.1126, 4.4827, 3.1560], [-0.4421, 1.9396, 5.0720], [0.9155, 3.0274, 4.9332], [1.6959, 0.6781, 4.9445], [1.7809, -1.6954, 5.2072], [2.3169, -3.9258, 4.0923], [2.7199, -4.0017, 1.7205], [1.5915, -2.1771, 0.2569], [2.4840, -6.7456, 2.4205], [0.5592, -7.1121, 1.8352], [0.7833, -5.9285, 0.1029], [1.7168, -6.5555, -0.9069], [3.2920, -5.3933, -1.3698], [2.7859, -5.1250, -3.2408], [3.0659, -7.5762, 2.1551], [2.4305, -6.7030, 3.4521], [2.7098, -5.7862, 1.9713], [1.1203, -4.9641, 0.4441], [-0.2130, -5.8747, -0.2410], [1.2096, -6.8768, -1.8338], [2.2275, -7.4565, -0.4589], [1.7611, -4.8467, -3.3097], [2.9790, -6.0219, -3.9133], [3.3758, -4.2324, -3.5508], [3.6567, 2.7068, 1.5084], [2.7002, 3.6223, 0.7363], [3.0857, 4.8084, 0.1195], [1.9288, 5.5812, -0.0747], [0.8214, 4.7785, 0.2592], [-0.6023, 5.1100, 0.3023], [1.3166, 3.5549, 0.8024], [4.4957, 2.4018, 0.8911], [3.1672, 1.7860, 1.8339], [4.0826, 3.2550, 2.3949], [4.0780, 5.1966, -0.1030], [1.8554, 6.5908, -0.5115], [-0.6746, 6.1833, 0.4905], [-1.1258, 4.5823, 1.0729], [-1.1855, 4.7404, -0.5596], [-1.8535, -1.7606, -3.2908], [-1.9428, -0.7871, -2.0502], [-1.5832, -1.6540, -0.7902], [-3.4570, -0.3174, -1.9503], [-0.7041, 0.7821, -2.1188], [-0.4914, 1.5156, -0.6124], [1.0632, 0.4015, -2.8326], [2.0635, 1.5723, -2.5813], [0.9984, 0.0615, -4.3040], [1.5330, -0.8389, -2.0377], [-1.5543, 2.1742, -3.1596], [-0.5540, 3.2345, -3.5042], [-2.7418, 2.8323, -2.4192], [-2.0184, 1.6104, -4.5794], [-2.5248, -2.5975, -3.0491], [-0.8295, -2.1333, -3.3308], [-2.1814, -1.2631, -4.2382], [-2.4358, -2.3529, -0.5508], [-1.4653, -1.0409, 0.1101], [-0.6178, -2.1642, -0.8985], [-4.0853, -1.1615, -1.5596], [-3.8058, -0.0636, -2.9501], [-3.5570, 0.5350, -1.2495], [2.0058, 2.5159, -3.1426], [3.0846, 1.1641, -2.6874], [1.9724, 1.8507, -1.4885], [0.7153, 0.9794, -4.8250], [0.3355, -0.7715, -4.5416], [2.0178, -0.2149, -4.6706], [1.3199, -0.6823, -0.9595], [2.6418, -0.9011, -2.0188], [1.0452, -1.7840, -2.3172], [-0.0148, 3.6075, -2.6210], [-1.1217, 4.0720, -3.9704], [0.1826, 2.9196, -4.2187], [-2.4613, 3.1795, -1.4229], [-3.5362, 2.1266, -2.3486], [-3.1425, 3.6728, -3.0354], [-1.2389, 1.0131, -5.0776], [-2.3465, 2.4464, -5.2424], [-2.8531, 0.9187, -4.4699]], "lowdin_charge": [1.830, -0.252, -0.262, 0.010, -0.053, -0.087, -0.017, -0.156, -0.036, -0.192, -0.190, -0.167, -0.069, -0.093, -0.140, 0.003, -0.057, -0.054, 0.019, -0.273, -0.265, 0.137, 0.127, 0.119, 0.141, 0.150, 0.128, 0.134, 0.133, 0.123, 0.154, 0.117, 0.109, 0.075, 0.115, -0.338, 0.827, -0.506, -0.540, 0.863, -0.448, 0.002, -0.023, -0.024, -0.001, 0.025, 0.073, 0.048, -0.010, 0.053, 0.017, -0.046, -0.384, -0.092, -0.072, -0.376, -0.078, -0.076, 0.067, 0.028, 0.091, 0.102, 0.107, 0.093, 0.014, 0.056, -0.074, -0.518, -0.087, -0.076, 1.098, -0.367, -0.589, -0.064, -0.091, -0.098, -0.591, -0.115, -0.082, -0.061, 0.092, 0.050, 0.085, 0.105, 0.032, 0.059, 0.100, 0.060, 0.070, 0.079, 0.093, 0.073, 0.061, 0.067, 0.114, 0.033, 0.107, 0.072, 0.081, 0.108, 0.058, 0.053, 0.032, 0.108, 0.058, 0.105, 0.048], "max_force_ha_per_bohr": 0.0765, "orbital_gap_ha": 0.179, "e_tot_ha": -7053.9070, "total_charge": 1, "lumo_ev": -4.00}